{
  "formula": "C37H36N6O5P2Se2Ti",
  "method": "the ωB97M-V functional and the def2-TZVPD basis",
  "e_lumo_ha": -0.26802,
  "largest_force_ha_per_bohr": 0.0214,
  "orbital_gap_ev": 4.8,
  "charge": 2,
  "e_above_lowest_ev": 4.5074,
  "species": ["C", "H", "C", "C", "O", "H", "H", "C", "C", "C", "H", "C", "C", "N", "Ti", "C", "O", "C", "H", "C", "O", "H", "H", "H", "H", "N", "C", "H", "C", "C", "H", "C", "H", "H", "C", "C", "H", "C", "H", "N", "H", "C", "C", "O", "P", "H", "C", "H", "H", "H", "C", "H", "C", "H", "O", "C", "C", "Se", "C", "C", "H", "H", "H", "N", "H", "C", "C", "C", "C", "C", "H", "H", "H", "H", "P", "N", "H", "N", "Se", "C", "C", "C", "C", "H", "C", "H", "H", "H", "H"],
  "xyz": [[-4.483390, -3.567978, 2.698740], [-0.316280, 4.690692, -3.083764], [1.045115, -0.401795, -1.242823], [-0.848114, 1.248859, -0.491245], [0.985227, 3.073652, -2.858790], [-2.908263, -1.079781, 4.366180], [-2.036923, 2.176830, 5.934197], [1.867327, -1.181825, 2.002796], [-0.865183, 1.959899, 2.773580], [3.239959, 5.277922, -0.289626], [5.101676, -2.154828, 2.248717], [-0.121606, 0.082529, 4.092989], [-1.549443, 2.458502, 3.864994], [1.890059, 7.153601, 0.859159], [1.883258, 2.138743, -1.298771], [-3.741029, -3.563360, 1.528448], [2.351893, 0.219315, -0.968528], [-2.396861, -1.776469, 2.405173], [-2.083987, 3.393463, 3.782523], [-4.730301, -3.957310, -3.312482], [-0.003741, 2.450649, -0.654172], [-3.310590, -5.466982, -3.854096], [-1.705985, 3.594111, -1.030082], [4.018146, -4.076322, 3.364879], [-5.294608, -4.272829, 2.812777], [-0.818905, -0.307395, -2.853510], [-1.157622, -1.046670, -0.655109], [-0.743718, 0.081457, 6.134995], [-3.142470, -1.775515, 3.572039], [-3.527926, -4.632157, -3.202051], [4.369520, 0.176021, -1.039252], [1.259473, -2.268515, 2.632665], [-0.834298, 2.546309, 1.865973], [0.185532, -2.324820, 2.742134], [2.505220, 6.332077, 0.350615], [3.414746, -3.267150, 2.978526], [-0.188353, 4.475744, -0.701832], [-1.515127, 1.777897, 5.076225], [1.131103, -0.100898, -3.242466], [-1.406428, -0.933528, -1.953462], [2.513719, 4.207910, -3.671663], [3.259019, -1.142528, 1.869477], [-2.597252, -4.245945, -2.244883], [3.272566, 3.305057, -1.344185], [0.861809, 0.204220, 1.492771], [1.559984, -4.143165, 3.607469], [-2.881029, -3.184272, -1.400549], [3.742938, -0.283447, 1.424926], [0.450803, -0.825276, 4.211961], [1.243430, 3.707388, -4.826024], [-0.793501, 0.601737, 5.189403], [-1.534754, 1.434973, 0.335097], [-4.096837, -2.508010, -1.507285], [4.612789, 0.283320, -3.418150], [2.986941, 1.521982, -3.031303], [-0.332395, 3.661525, -2.719092], [-2.692154, -2.659309, 1.373318], [2.170176, 1.996383, 1.243444], [-5.016725, -2.892026, -2.461857], [-0.167994, 0.749951, 2.870082], [-3.975483, -4.270017, 0.743165], [3.512888, 2.342613, -4.870730], [-1.398975, 1.145234, -1.420387], [0.597340, 0.227963, -2.441855], [-5.453686, -4.260609, -4.056664], [-4.190143, -2.673539, 3.718247], [1.848166, 3.395448, -3.973352], [3.552442, -0.268909, -1.613946], [4.025764, -2.189410, 2.345583], [2.613558, 2.118861, -4.291644], [-4.324712, -1.686963, -0.838668], [1.987178, 1.404673, -4.836511], [-1.583487, -1.071226, 2.291941], [-1.657478, -4.773649, -2.146097], [-1.692805, -2.696665, -0.131518], [5.805055, 5.381265, -0.542694], [3.592828, -1.356661, -1.524817], [2.556365, 4.285060, -0.737235], [0.030647, -3.918809, -0.067743], [2.039498, -3.303132, 3.125962], [-0.043685, -0.043859, -0.187239], [4.667292, 5.349245, -0.416403], [3.581898, 0.211935, -3.060726], [-4.778535, -2.675468, 4.624774], [-0.632290, 3.623705, -1.222574], [3.018076, -0.431863, -3.743462], [1.207276, -1.492174, -1.219498], [-5.961238, -2.372156, -2.542103], [-1.022391, 3.056492, -3.313028]],
  "atomic_forces_ev_per_a": [[0.0, 0.0, 0.0], [0.0, -0.1, 0.0], [-0.1, -0.3, 0.1], [-0.1, 0.0, 0.3], [0.0, 0.5, 0.0], [0.0, 0.0, 0.0], [0.0, 0.0, 0.0], [0.0, 0.0, 0.0], [0.0, 0.0, 0.0], [-0.3, -0.3, -0.1], [0.0, 0.0, 0.0], [0.0, 0.0, 0.1], [0.0, 0.0, 0.0], [-0.1, 0.1, 0.1], [-0.5, -0.4, 0.4], [0.1, -0.1, 0.0], [0.5, -0.4, 0.1], [0.0, 0.0, -0.1], [0.0, 0.0, 0.0], [0.0, 0.1, 0.0], [-0.2, 0.2, -0.2], [0.0, 0.0, 0.0], [0.1, 0.0, 0.0], [0.0, 0.0, 0.0], [0.0, 0.0, 0.0], [-0.1, 0.2, -0.5], [-0.3, 0.1, 0.3], [0.0, 0.0, 0.0], [0.0, 0.0, 0.0], [0.0, 0.0, 0.0], [-0.1, -0.1, -0.1], [0.0, -0.2, -0.1], [0.0, 0.0, 0.0], [0.0, -0.1, -0.1], [0.1, -0.2, -0.1], [0.1, 0.1, 0.0], [-0.1, -0.1, -0.1], [0.0, 0.0, 0.0], [-0.2, 0.0, 0.1], [0.0, -0.1, 0.0], [-0.1, -0.1, 0.0], [-0.1, 0.0, -0.1], [0.0, 0.0, 0.0], [0.8, 0.8, -0.1], [-0.1, 0.0, -0.1], [0.0, 0.0, 0.0], [0.0, 0.0, 0.0], [0.0, 0.0, 0.0], [0.0, 0.1, 0.0], [0.1, -0.1, 0.0], [0.0, 0.0, 0.0], [0.1, 0.0, -0.1], [0.0, 0.0, 0.1], [-0.1, 0.0, 0.0], [0.2, 0.1, 0.1], [-0.1, -0.1, -0.1], [0.1, 0.1, 0.1], [-0.1, -0.1, -0.1], [0.0, -0.1, -0.1], [0.0, 0.0, 0.0], [0.0, 0.0, 0.0], [-0.1, 0.0, 0.0], [0.0, 0.1, 0.1], [0.3, 0.1, 0.4], [0.0, 0.0, 0.0], [0.0, 0.0, 0.0], [0.0, 0.0, -0.1], [0.1, 0.0, -0.1], [0.0, 0.0, 0.0], [0.0, -0.1, -0.1], [0.0, 0.0, 0.0], [0.0, 0.1, 0.0], [-0.2, 0.0, 0.0], [0.0, 0.0, 0.0], [0.0, 0.0, -0.1], [0.3, 0.0, 0.0], [0.0, 0.1, 0.0], [0.1, 0.0, 0.1], [0.2, 0.0, 0.1], [-0.1, 0.0, -0.1], [0.3, 0.0, 0.0], [-0.3, 0.0, 0.0], [0.1, -0.1, -0.1], [0.0, 0.0, 0.0], [0.0, 0.1, -0.1], [0.0, 0.0, 0.1], [0.0, 0.1, 0.0], [0.0, 0.0, 0.0], [0.1, 0.0, 0.1]],
  "lowdin_charge": [-0.048, 0.156, -0.328, -0.126, -0.276, 0.096, 0.122, -0.357, -0.108, -0.235, 0.117, -0.073, -0.039, 0.238, 1.008, -0.066, -0.354, -0.102, 0.119, -0.060, -0.350, 0.112, 0.159, 0.122, 0.116, 0.050, -0.384, 0.124, -0.060, -0.060, 0.151, -0.156, 0.083, 0.081, -0.120, -0.030, 0.137, -0.034, 0.105, -0.088, 0.144, -0.104, -0.096, -0.237, 0.910, 0.126, -0.387, 0.058, 0.101, 0.160, -0.048, 0.132, -0.097, 0.161, -0.260, -0.060, -0.342, 0.750, -0.063, -0.376, 0.118, 0.161, 0.117, 0.009, 0.112, -0.055, -0.075, -0.068, -0.046, -0.077, 0.114, 0.150, 0.055, 0.057, 0.555, 0.254, 0.163, -0.008, 0.377, -0.050, -0.328, -0.111, -0.090, 0.114, -0.086, 0.144, 0.124, 0.110, 0.153]
}